# 1
16
Properties=species:S:1:pos:R:3:forces:R:3:mulliken_charge:R:1 method="wB97M-V/def2-TZVPD" gap_ev=11.820 energy_ha=-437.36321 charge=+1 homo_ha=-0.5662 e_above_lowest_ev=2.338
C 2.662292 0.465260 0.619804 -0.4 -0.6 -1.3 0.139
C -1.519452 1.417146 -0.901450 -2.0 0.8 0.2 -0.184
C -0.594190 0.962523 0.720723 -2.5 -0.9 1.2 0.386
C -1.086048 -1.193609 -0.311160 1.5 -1.0 0.1 -0.743
N -1.268110 0.189695 -0.122266 1.1 2.2 0.2 0.010
O 1.559535 0.918944 0.453485 0.6 0.1 -0.7 -0.487
O -0.995320 2.133651 0.239466 1.9 0.0 0.4 -0.339
O 3.388458 -0.028682 -0.385898 -2.8 1.3 -0.3 -0.379
H 3.040325 0.366885 1.603638 1.0 -0.1 1.1 0.396
H -0.982862 1.572283 -1.811921 0.9 -0.2 -0.3 0.281
H -2.540129 1.811371 -1.057234 0.1 -1.0 0.2 0.250
H -0.133762 0.638697 1.694023 -0.7 1.1 -1.2 0.355
H -1.773625 -1.611085 -0.986652 -0.9 -0.2 -1.1 0.364
H -0.037264 -1.351439 -0.711520 -1.2 -0.4 0.8 0.292
H -1.374302 -1.642734 0.647128 0.8 -0.3 -0.2 0.306
H 4.208664 -0.321310 -0.084249 2.4 -0.9 0.8 0.353


# 2
8
Properties=species:S:1:pos:R:3:forces:R:3:mulliken_charge:R:1 method="wB97M-V/def2-TZVPD" gap_ev=7.349 energy_ha=-1054.07720 charge=-1 homo_ha=-0.1341 smiles=[S-]n1nnc[n+]1[S-] e_above_lowest_ev=1.507
C -1.185208 0.073786 -0.002427 -0.5 -2.9 0.1 0.043
N -0.894617 1.344959 0.059550 -1.1 -0.1 -0.4 -0.389
N 0.399611 1.457986 0.031826 0.9 2.0 -0.1 -0.422
N 0.987172 0.313730 -0.040672 -1.9 -1.0 1.0 0.424
N 0.007149 -0.686879 0.047606 -1.3 2.9 -1.1 -0.078
S 2.639729 0.182447 0.028826 0.9 -0.6 -0.1 -0.436
S 0.321159 -2.309559 0.020570 0.0 -1.2 0.0 -0.448
H -2.274992 -0.376467 -0.145280 3.0 0.9 0.6 0.305


# 3
8
Properties=species:S:1:pos:R:3:forces:R:3:mulliken_charge:R:1 method="wB97M-V/def2-TZVPD" gap_ev=11.494 energy_ha=-377.49868 homo_ha=-0.4063 e_above_lowest_ev=3.467
C 0.344563 -0.599845 0.311777 1.3 -1.9 2.2 -0.157
C -0.356378 0.565089 -0.316938 2.3 3.4 0.1 0.296
F -0.056900 -1.791794 -0.276536 0.5 0.4 -0.4 -0.265
F -1.008865 1.245653 0.659051 0.7 0.6 0.2 -0.263
F -1.301952 0.276323 -1.155453 -0.1 -0.7 -1.6 -0.226
H 0.088751 -0.775976 1.416144 -0.1 1.0 -1.4 0.205
H 1.472334 -0.486719 0.337726 -1.3 -0.2 -0.7 0.177
H 0.818450 1.567267 -0.975769 -3.3 -2.5 1.6 0.232


# 4
48
Properties=species:S:1:pos:R:3:forces:R:3:mulliken_charge:R:1 method="wB97M-V/def2-TZVPD" gap_ev="8.618 / 8.668" energy_ha=-1691.58176 charge=+2 homo_ha="-0.5726 / -0.5707" e_above_lowest_ev=0.000 s_squared=0.751 multiplicity=2
C -2.224576 -0.824678 1.160858 -0.2 -1.2 -0.4 -1.035
H -2.172188 -1.131552 2.195627 -0.7 0.2 0.4 0.448
H -3.189330 -0.468989 0.825026 -0.3 0.2 0.5 0.423
H -1.581183 0.022906 1.123371 0.7 1.1 -0.2 0.248
C -1.895930 -2.064993 0.331583 -0.5 -1.2 -0.1 0.370
H -1.439000 -1.946262 -0.660406 0.0 0.5 -0.1 0.034
H -1.256058 -2.763186 0.864148 0.5 0.1 0.2 0.328
C -3.200804 -2.875291 0.112671 -0.7 -0.2 -0.2 -1.640
H -3.067507 -3.822840 -0.408701 0.5 0.1 -0.1 0.411
H -3.694084 -3.168453 1.052141 0.3 0.4 -0.1 0.400
H -3.956929 -2.343283 -0.483076 0.3 0.2 0.2 0.354
C 1.128255 1.542725 -1.756516 -1.8 0.8 -1.3 0.505
C 0.316288 0.509005 -2.386179 -0.8 1.9 -0.4 0.356
C -1.048132 0.722560 -1.984907 0.6 1.0 -0.6 0.837
C -1.085714 1.857591 -1.114119 0.4 0.3 -1.0 0.026
C 0.242952 2.369044 -0.972511 -0.4 -0.2 -1.3 0.485
C 0.634446 3.525709 -0.118510 0.1 0.3 0.2 -1.383
C -2.327325 2.511092 -0.597330 -0.4 0.2 0.3 -1.604
C -2.246016 -0.032732 -2.453508 -0.3 -0.3 -0.2 -1.199
C 0.831270 -0.689368 -3.090633 0.0 -0.3 -0.4 -1.380
C 2.608819 1.605352 -1.737161 0.4 0.0 0.0 -1.120
Ce 0.478722 0.101851 -0.077324 0.1 -3.1 3.7 0.754
H -2.153623 3.067771 0.329913 0.0 -0.2 -0.1 0.409
H -2.722431 3.247226 -1.315122 0.3 -0.2 0.1 0.373
H -3.144122 1.800063 -0.423756 0.2 0.1 0.0 0.290
H -0.159172 3.812492 0.577665 0.2 -0.1 -0.1 0.366
H 1.551369 3.337270 0.454738 -0.1 0.1 0.0 0.300
H 0.833023 4.407359 -0.738612 0.0 -0.1 0.1 0.375
H 3.067030 0.624520 -1.918730 0.1 0.1 0.1 0.309
H 2.953255 2.254400 -2.548386 0.1 -0.1 0.1 0.350
H 2.997627 2.045044 -0.808041 0.0 -0.1 -0.2 0.377
H 0.059804 -1.461911 -3.204436 0.3 0.1 0.1 0.329
H 1.147980 -0.412156 -4.103547 0.1 -0.2 0.2 0.401
H 1.718432 -1.129233 -2.601166 -0.1 0.0 -0.1 0.385
H -3.009954 -0.144998 -1.676645 0.2 0.0 -0.1 0.304
H -2.734846 0.481287 -3.291320 0.2 0.0 0.2 0.361
H -1.981722 -1.028792 -2.817441 -0.1 0.1 0.0 0.302
Cl 1.644939 -3.171956 5.034425 -0.1 -0.1 0.0 -0.147
C 2.203046 -2.061050 3.859226 -1.2 0.1 -0.3 0.138
C 3.497582 -1.569530 3.934190 -0.5 0.7 -1.3 -0.267
C 3.886866 -0.648739 2.958477 -0.4 0.2 -0.2 -0.831
C 2.977582 -0.235261 1.981765 -0.8 -0.3 0.0 0.069
N 1.693765 -0.700970 1.902545 1.2 -1.3 2.4 -0.188
C 1.302495 -1.619521 2.868284 1.1 1.1 -0.8 -0.296
H 4.145524 -1.886319 4.720087 0.4 -0.2 0.3 0.513
H 4.881758 -0.228345 2.953889 0.0 0.0 0.0 0.441
H 3.230631 0.525019 1.221203 0.2 -0.4 0.5 0.265
H 0.257184 -1.939878 2.826251 0.5 -0.1 0.1 0.457